# 1
This record from the OMol25 dataset describes a structure of composition C45H54GeInN9O4Te. The level of theory is ωB97M-V/def2-TZVPD.

The expectation value of S² is 0.78. The molecular weight is 1100.01 g/mol. Its HOMO energy (alpha / beta) is -4.270 / -4.280 eV. Its total charge is -1. As for the spin multiplicity: 2. The value obtained for the energy above the lowest of the compared OMol25 structures with the same formula, charge and spin is 147.41 kJ/mol.

CARTESIAN COORDINATES (ANGSTROEM)
In1 0.6028 0.6385 0.3535
C1 0.5117 -3.9435 -0.0915
C2 -0.1062 -2.7306 0.1717
N1 -0.2479 -1.8117 -0.7773
C3 0.2536 -2.0878 -1.9768
C4 0.9421 -3.2810 -2.1997
N2 1.0487 -4.2211 -1.2741
C5 -0.0271 -1.1142 -3.0663
C6 0.1311 -1.4639 -4.4057
C7 -0.2698 -0.5690 -5.3895
C8 -0.8520 0.6261 -4.9977
C9 -0.9698 0.8988 -3.6343
N3 -0.5409 0.0537 -2.6976
C10 -1.7132 2.0687 -3.1374
C11 -2.9281 2.4131 -3.6885
N4 -3.8777 3.1159 -3.0658
C12 -3.6286 3.3335 -1.7490
C13 -2.4257 3.1025 -1.1657
N5 -1.3413 2.6484 -1.9120
C14 -0.0934 -0.8868 -6.8243
C15 0.2942 0.0903 -7.7366
C16 0.4376 -0.2517 -9.0711
N6 0.2276 -1.4736 -9.5504
C17 -0.1359 -2.4051 -8.6740
C18 -0.3069 -2.1690 -7.3202
H1 0.5821 -4.7063 0.6759
H2 -0.4843 -2.4652 1.1526
H3 1.4257 -3.4806 -3.1463
H4 0.5613 -2.4138 -4.6827
H5 -1.2071 1.3351 -5.7332
H6 -3.1776 2.0381 -4.6762
H7 -4.4518 3.7114 -1.1553
H8 -2.2251 3.3106 -0.1227
H9 0.5044 1.0992 -7.4085
H10 0.7414 0.4981 -9.7933
H11 -0.3055 -3.3974 -9.0764
H12 -0.6226 -2.9696 -6.6656
N7 0.0026 2.0593 2.6841
N8 -1.2928 1.5590 3.0310
C19 -1.4688 0.1638 2.7914
O1 -2.1415 -0.4535 3.6128
O2 -0.9115 -0.3037 1.7503
H13 0.7089 1.5978 3.2616
H14 0.0266 3.0500 2.8930
H15 -1.5320 1.7327 4.0016
C20 4.5827 -0.0350 -0.4450
C21 3.5279 -0.8282 -1.1820
O3 3.3456 -0.6972 -2.3788
H16 5.0637 0.6490 -1.1391
H17 5.3192 -0.7214 -0.0225
H18 4.1359 0.5078 0.3844
C22 2.0609 2.0955 -3.9291
Ge1 1.6126 3.4443 -2.5995
C23 1.8657 5.2045 -3.4454
C24 2.9119 3.3749 -1.1428
C25 -0.2435 3.6415 -1.8943
H19 3.0721 2.3192 -4.2743
H20 1.3904 2.1189 -4.7824
H21 2.0645 1.0942 -3.4993
H22 2.8963 5.3136 -3.7851
H23 1.6531 6.0094 -2.7407
H24 1.2067 5.3259 -4.3055
H25 3.9133 3.4766 -1.5654
H26 2.8572 2.4371 -0.6012
H27 2.7521 4.1921 -0.4392
H28 -0.6378 4.5338 -2.4019
H29 -0.1010 3.9060 -0.8424
C26 3.2043 -2.9878 1.5746
C27 2.7365 -1.6470 1.0828
O4 2.8616 -1.7318 -0.4905
N9 2.3133 -0.6577 1.6317
Te1 1.0907 -1.1322 4.1179
C28 3.1012 -1.2646 4.7994
C29 3.9635 -0.1738 4.6353
C30 3.5086 1.1370 4.0594
C31 5.3007 -0.3008 4.9997
C32 5.8107 -1.4791 5.5183
C33 7.2624 -1.6068 5.8877
C34 4.9413 -2.5478 5.6782
C35 3.5983 -2.4628 5.3287
C36 2.7333 -3.6739 5.5369
C37 0.2637 -1.5702 6.0620
C38 -0.5972 -2.6572 6.2239
C39 -0.9680 -3.6058 5.1142
C40 -1.1680 -2.9035 7.4731
C41 -0.9270 -2.0901 8.5636
C42 -1.5769 -2.3505 9.8938
C43 -0.0921 -0.9935 8.3815
C44 0.4941 -0.7186 7.1548
C45 1.3570 0.5067 7.0422
H30 3.4066 -3.6783 0.7610
H31 2.4382 -3.4033 2.2309
H32 4.1076 -2.8544 2.1725
H33 2.6346 1.5137 4.5936
H34 3.2254 1.0116 3.0135
H35 4.3042 1.8789 4.1273
H36 5.9607 0.5497 4.8682
H37 7.8184 -0.7131 5.6064
H38 7.7204 -2.4609 5.3861
H39 7.3859 -1.7547 6.9621
H40 5.3169 -3.4836 6.0788
H41 3.3491 -4.5598 5.6917
H42 2.0790 -3.8431 4.6804
H43 2.0854 -3.5471 6.4065
H44 -0.6844 -3.2326 4.1339
H45 -2.0468 -3.7600 5.1071
H46 -0.4903 -4.5779 5.2665
H47 -1.8322 -3.7554 7.5824
H48 -1.9831 -3.3605 9.9414
H49 -2.3987 -1.6532 10.0707
H50 -0.8651 -2.2305 10.7118
H51 0.0999 -0.3278 9.2170
H52 1.3809 1.0463 7.9885
H53 0.9718 1.1767 6.2691
H54 2.3795 0.2522 6.7646

Forces on the atoms, in the same order (eV/Å):
-0.0533 0.2206 -0.0716
-0.0611 -0.0479 0.0732
0.0588 -0.0060 0.0108
0.0707 -0.0281 0.0355
0.0284 -0.1550 -0.0257
-0.1138 0.0734 -0.0512
0.0568 -0.0442 0.0000
-0.0231 0.0225 -0.1674
0.0268 0.0676 0.0366
-0.0150 -0.0125 0.0411
0.0978 0.0150 0.0826
0.1092 0.0389 -0.1352
-0.0966 0.0347 -0.0302
0.1014 0.0866 0.1266
-0.0238 -0.1015 0.0580
-0.0848 0.0425 -0.0676
-0.0270 -0.0389 0.0825
0.0548 -0.0359 -0.0243
-0.3547 0.1489 -0.2117
0.0085 -0.0023 -0.0604
-0.0158 -0.0507 0.0273
0.0175 0.0808 0.0102
0.0115 -0.0234 -0.0806
-0.0182 -0.0643 0.0277
0.0049 0.0512 -0.0004
0.0011 0.0113 0.0027
-0.0345 -0.0181 0.0085
0.0213 -0.0027 -0.0244
0.0288 -0.0168 -0.0270
-0.0087 0.0324 -0.0081
-0.0135 -0.0620 0.0072
0.0190 0.0151 0.0193
0.0046 0.0778 0.0028
-0.0041 0.0236 0.0097
0.0084 0.0097 -0.0004
-0.0062 -0.0214 -0.0027
-0.0122 -0.0213 0.0204
-0.0169 -0.1863 0.0978
0.1035 0.3130 0.2874
-0.0157 0.0828 -0.0858
-0.1947 -0.1016 0.0356
0.1433 -0.0561 -0.2438
-0.0178 0.0556 0.0776
-0.0820 0.0014 -0.2018
0.0787 -0.1037 -0.0247
-0.0336 0.0485 -0.0397
0.0788 0.0084 -0.1153
-0.0246 -0.0206 0.0758
0.0021 -0.0171 0.0023
0.0066 -0.0068 0.0109
-0.0059 0.0460 0.0143
-0.0247 -0.0808 0.1160
0.0399 -0.0803 -0.0404
-0.0155 -0.0219 -0.0009
0.0429 0.0586 -0.0393
0.1238 -0.1469 0.1001
0.0187 -0.0174 0.0064
-0.0727 0.0474 -0.0990
0.0196 -0.0178 0.0022
0.0203 0.0034 -0.0046
-0.0030 0.0262 0.0271
-0.0297 -0.0050 -0.0381
0.0241 0.0284 -0.0154
-0.0302 -0.0957 0.0259
-0.0279 0.0394 0.0318
0.0729 0.0079 0.0623
0.0357 0.0117 -0.0274
0.0044 0.0237 0.0542
0.3823 -0.1258 0.0027
-0.0893 0.0135 0.0446
-0.3163 0.0777 -0.0740
-0.0039 -0.0660 0.3906
-0.0066 -0.0116 -0.1692
0.0143 0.0063 -0.0384
0.0065 0.0416 -0.0197
0.0358 0.0105 0.0335
-0.0088 -0.0360 -0.0154
0.0347 0.0024 0.0188
0.0263 0.0025 0.0249
-0.0182 -0.0547 0.0187
-0.0109 -0.0301 0.0068
-0.0551 0.0924 -0.1113
-0.0548 -0.0368 -0.0147
-0.0054 -0.0101 -0.0650
-0.0086 -0.0030 0.0254
0.0327 0.0328 -0.0211
-0.0093 -0.0098 0.0405
-0.0238 -0.0605 0.0515
0.0807 -0.0047 0.0304
-0.0128 0.0607 -0.0402
-0.0200 -0.0213 -0.0404
0.0098 -0.0055 0.0457
0.0200 0.0147 0.0206
-0.0118 0.0207 0.0285
-0.0308 0.0100 -0.0157
0.0168 0.0260 -0.0061
0.0283 0.0250 -0.0195
0.0135 0.0157 -0.0026
0.0092 -0.0098 -0.0009
0.0018 -0.0055 0.0228
0.0214 -0.0327 0.0091
0.0073 -0.0198 0.0085
-0.0105 -0.0064 -0.0150
-0.0105 -0.0050 0.0001
-0.0321 -0.0284 0.0303
-0.0249 -0.0212 -0.0009
0.0156 -0.0134 -0.0118
-0.0162 -0.0159 0.0020
-0.0083 -0.0158 0.0052
-0.0132 0.0109 0.0037
0.0062 0.0002 0.0128
0.0068 0.0153 0.0269
-0.0022 0.0309 0.0233
0.0091 -0.0067 0.0031
0.0411 0.0027 0.0052

# 2
This record from the OMol25 dataset describes a structure of composition C9H24N4S3V at a distorted geometry. The level of theory is ωB97M-V/def2-TZVPD.

The expectation value of S² is 2.03. The molecular weight is 335.46 g/mol. Its HOMO energy (alpha / beta) is -19.296 / -19.450 eV. Its total charge is +3. As for the spin multiplicity: 3.

CARTESIAN COORDINATES (ANGSTROEM)
V1 -0.4830 0.2265 0.3819
S1 -0.6503 -2.3490 -0.0274
S2 -0.6603 2.6076 -0.0372
C1 0.9050 -3.3345 -0.0096
C2 -0.8662 -2.2775 -1.8437
C3 -0.1634 -1.0496 -2.3849
N1 -0.7196 0.1605 -1.7371
C4 -0.1813 1.3733 -2.3922
C5 -0.9117 2.5869 -1.8519
H1 -1.9475 -2.2408 -2.0422
H2 -0.4582 -3.1912 -2.2908
H3 -0.3307 -0.9571 -3.4653
H4 0.9172 -1.0760 -2.2101
H5 -0.3459 1.2790 -3.4719
H6 0.9011 1.4184 -2.2207
H7 -1.9931 2.5355 -2.0467
H8 -0.5233 3.5143 -2.2850
C6 0.8581 3.6484 -0.0104
H9 -1.7275 0.1487 -1.9398
H10 1.5834 3.3070 -0.7568
H11 1.3067 3.6049 0.9869
H12 0.6018 4.6973 -0.2149
H13 1.3864 -3.2773 0.9710
H14 1.6182 -2.9929 -0.7663
H15 0.6422 -4.3800 -0.2133
C7 -2.6571 0.1226 0.7562
C8 -1.9708 0.1269 2.0145
H16 -3.2073 -0.7716 0.4573
H17 -3.2136 1.0225 0.4815
H18 -1.9156 -0.7749 2.6308
H19 -2.0684 1.0154 2.6507
N2 0.4266 0.8705 2.1991
N3 1.0817 -0.3222 2.6907
C9 1.9223 -0.8894 1.8292
N4 2.6913 -1.9051 2.3059
S3 1.8682 -0.3115 0.2076
H20 1.1474 1.5778 1.9743
H21 -0.1312 1.2522 2.9699
H22 1.1250 -0.5640 3.6937
H23 3.4176 -2.2912 1.7253
H24 2.7257 -2.1402 3.2918

Forces on the atoms, in the same order (eV/Å):
2.0649 -0.2654 -0.9680
0.2579 -0.5227 -0.1009
0.4107 1.1429 -0.5440
0.0705 -0.0953 0.0953
-0.1558 0.2417 -0.0214
-0.0801 -0.2487 -0.4150
-0.3328 -0.0881 0.0244
-0.1705 0.2488 -0.4900
-0.0708 -0.2891 -0.0965
0.2892 -0.0889 0.0246
-0.1855 0.1087 0.2292
0.1075 -0.1906 0.1053
-0.1848 -0.0525 -0.0629
0.1052 0.1667 0.0671
-0.1854 0.0586 0.0090
0.2959 0.0621 0.0661
-0.1442 -0.0762 0.2411
0.3327 -0.0184 0.2749
0.1898 0.0170 0.0533
-0.2282 -0.1078 0.1778
-0.0939 0.0275 -0.1527
-0.2802 -0.4051 0.0877
-0.4496 -0.1120 -0.2637
-0.2954 0.0991 0.0692
-0.1616 0.3058 0.0868
-0.9861 -0.3029 3.7964
-4.2880 0.0171 -1.2981
0.8638 -0.3112 -0.3722
0.7289 0.2451 -0.2570
0.5567 -0.2287 -0.6271
0.4718 0.0948 -0.6632
0.7446 -0.2766 1.2912
-0.3308 0.4901 0.5522
1.2503 -1.5038 0.6896
-0.8986 1.7644 -0.9092
0.6817 -0.0875 -0.0155
-0.0722 -0.3747 0.2647
0.2114 -0.1431 -0.1671
-0.2270 0.7098 -0.5614
0.1308 -0.1094 -0.1686
0.0571 0.0986 -0.0510

# 3
This record from the OMol25 dataset describes a cluster of 2 separate species, C3H3NS in total at a distorted geometry. The level of theory is ωB97M-V/def2-TZVPD.

The molecular weight is 85.13 g/mol. Its HOMO energy is -9.673 eV. The value obtained for the energy above the lowest of the compared OMol25 structures with the same formula, charge and spin is 309.70 kJ/mol.

CARTESIAN COORDINATES (ANGSTROEM)
C1 -0.7333 0.2564 1.2768
C2 0.8478 -0.4757 -0.6041
C3 -0.2154 0.4098 -0.0786
N1 -0.9585 0.0132 2.3484
S1 1.0713 1.3157 -0.8593
H1 1.2011 -1.0822 0.2802
H2 0.5913 -0.9986 -1.5495
H3 -1.8044 0.5614 -0.8138

Forces on the atoms, in the same order (eV/Å):
2.5220 1.2481 -4.1883
-1.3326 -1.0169 0.1510
-5.2055 0.3849 -1.5706
-1.1976 -0.7257 3.6093
0.2944 -0.3236 1.1641
0.6702 0.7919 -1.4318
0.4429 0.1675 0.9420
3.8061 -0.5262 1.3243

Q: Among the records above, which one has the lowest molecular weight?
A: C3H3NS

Q: What is the molecular weight in the third record?
A: 85.13 g/mol